{"formula": "FNO2", "method": "ωB97M-V/def2-TZVPD", "species": ["N", "O", "O", "F"], "coordinates": [[0.804, 0.088, -0.112], [1.226, -1.043, 0.115], [-0.094, 0.872, -0.053], [-1.936, 0.082, 0.051]], "nbo_charge": [0.573, -0.210, -0.104, -0.258], "largest_force_ha_per_bohr": 0.0892, "relative_energy_kcal_mol": 54.7, "molar_mass_g_mol": 65.0, "lumo_energy_ev": [-2.80, -1.95], "homo_energy_ha": [-0.399, -0.490], "homo_lumo_gap_ev": [8.06, 11.39], "charge": 0}

{"formula": "C26H25N7O2S2Ti", "method": "ωB97M-V/def2-TZVPD", "species": ["Ti", "N", "C", "S", "N", "N", "C", "C", "C", "C", "C", "C", "C", "O", "H", "H", "H", "H", "H", "H", "H", "N", "C", "C", "C", "C", "C", "C", "N", "C", "C", "C", "S", "C", "N", "H", "H", "H", "H", "H", "H", "H", "O", "C", "C", "C", "C", "C", "C", "C", "C", "N", "H", "H", "H", "H", "H", "H", "H", "H", "H", "H", "H"], "coordinates": [[-0.183, -1.555, -0.321], [-1.700, -4.719, 2.283], [-1.505, -3.867, 1.237], [0.090, -3.842, 0.527], [-2.528, -3.144, 0.875], [-2.202, -2.287, -0.167], [-3.136, -2.041, -1.009], [-2.927, -1.274, -2.224], [-4.039, -0.764, -2.906], [-3.899, -0.060, -4.082], [-2.623, 0.116, -4.619], [-1.513, -0.403, -3.986], [-1.639, -1.098, -2.777], [-0.559, -1.575, -2.174], [-1.004, -5.425, 2.440], [-2.652, -4.932, 2.529], [-4.121, -2.466, -0.820], [-5.024, -0.929, -2.484], [-4.767, 0.339, -4.589], [-2.500, 0.659, -5.547], [-0.520, -0.283, -4.400], [3.355, -0.212, 1.537], [4.034, -0.608, 0.387], [5.366, -0.542, 0.034], [5.716, -1.004, -1.236], [4.755, -1.501, -2.108], [3.410, -1.563, -1.750], [3.055, -1.118, -0.485], [1.816, -1.052, 0.122], [2.024, -0.541, 1.372], [0.996, -0.460, 2.305], [0.962, -0.054, 3.647], [-0.606, -0.371, 4.301], [-1.128, -0.970, 2.784], [-0.237, -0.950, 1.849], [3.783, -0.049, 2.431], [6.112, -0.149, 0.712], [6.753, -0.973, -1.543], [5.058, -1.852, -3.086], [2.662, -1.957, -2.427], [1.732, 0.408, 4.238], [-2.128, -1.353, 2.631], [-0.870, 2.370, 2.227], [-2.020, 3.085, 1.816], [-3.131, 2.195, 1.268], [-2.653, 1.087, 0.318], [-1.591, 1.514, -0.657], [-1.764, 2.668, -1.417], [-0.763, 3.090, -2.268], [0.403, 2.343, -2.337], [0.488, 1.193, -1.581], [-0.484, 0.766, -0.762], [-1.076, 1.821, 2.993], [-1.666, 3.764, 1.040], [-2.417, 3.705, 2.628], [-3.865, 2.840, 0.776], [-3.661, 1.714, 2.095], [-3.513, 0.702, -0.237], [-2.248, 0.257, 0.887], [-2.687, 3.226, -1.325], [-0.885, 3.985, -2.863], [1.229, 2.631, -2.972], [1.372, 0.571, -1.633]], "lowdin_spin": [0.949, -0.002, 0.002, 0.004, -0.003, -0.004, 0.028, 0.003, 0.003, 0.000, 0.004, -0.001, 0.004, -0.007, 0.000, 0.000, 0.001, 0.000, 0.000, 0.000, 0.000, 0.082, 0.003, 0.015, 0.028, 0.012, 0.030, 0.000, 0.120, 0.179, 0.113, 0.295, 0.107, -0.034, 0.019, 0.005, 0.000, 0.002, 0.000, 0.002, 0.021, -0.002, 0.002, 0.000, 0.000, 0.003, 0.002, 0.000, 0.001, 0.001, 0.003, 0.006, 0.002, 0.000, 0.000, 0.000, 0.000, 0.000, 0.002, 0.000, 0.000, 0.000, 0.001], "spin_multiplicity": 3, "s2": 2.03, "largest_force_ha_per_bohr": 0.0018, "relative_energy_kcal_mol": 7.9, "molar_mass_g_mol": 579.5, "lumo_energy_ev": [0.35, 0.24], "homo_energy_ha": [-0.174, -0.281], "homo_lumo_gap_ev": [5.10, 7.89], "charge": 0}

{"formula": "C3H7NO", "method": "ωB97M-V/def2-TZVPD", "species": ["C", "C", "C", "O", "N", "H", "H", "H", "H", "H", "H", "H"], "coordinates": [[-0.287, 0.005, 1.342], [-0.134, -0.631, -1.504], [-0.361, 0.985, 0.257], [1.290, 0.574, 1.373], [-0.503, 0.680, -1.012], [1.756, 0.061, 0.692], [-0.291, -1.048, 1.073], [-0.802, 0.299, 2.256], [-0.562, 2.023, 0.541], [0.340, -0.514, -2.485], [-1.026, -1.247, -1.648], [0.580, -1.187, -0.884]], "nbo_charge": [-0.133, -0.452, 0.128, -0.729, -0.460, 0.467, 0.204, 0.215, 0.195, 0.209, 0.201, 0.154], "smiles": "C/N=C\\CO", "largest_force_ha_per_bohr": 0.0999, "relative_energy_kcal_mol": 78.4, "molar_mass_g_mol": 73.1, "lumo_energy_ev": 0.73, "homo_energy_ha": -0.324, "homo_lumo_gap_ev": 9.55, "charge": 0}

{"formula": "C20H55N5O25S5", "method": "ωB97M-V/def2-TZVPD", "species": ["C", "N", "O", "O", "H", "H", "H", "C", "N", "O", "O", "H", "H", "H", "C", "N", "O", "O", "H", "H", "H", "C", "N", "O", "O", "H", "H", "H", "C", "N", "O", "O", "H", "H", "H", "O", "S", "O", "O", "C", "C", "C", "H", "H", "H", "H", "H", "H", "H", "H", "O", "S", "O", "O", "C", "C", "C", "H", "H", "H", "H", "H", "H", "H", "H", "O", "S", "O", "O", "C", "C", "C", "H", "H", "H", "H", "H", "H", "H", "H", "O", "S", "O", "O", "C", "C", "C", "H", "H", "H", "H", "H", "H", "H", "H", "O", "S", "O", "O", "C", "C", "C", "H", "H", "H", "H", "H", "H", "H", "H"], "coordinates": [[-5.474, 14.305, -6.874], [-4.408, 13.464, -7.409], [-3.901, 12.601, -6.702], [-4.224, 13.541, -8.637], [-5.480, 14.264, -5.785], [-6.409, 13.915, -7.277], [-5.252, 15.265, -7.340], [1.311, 9.046, 0.626], [0.006, 8.723, -0.058], [-0.910, 8.185, 0.488], [0.033, 8.863, -1.285], [2.049, 9.121, -0.172], [1.699, 8.213, 1.213], [1.325, 9.858, 1.354], [1.819, 10.070, -4.983], [0.562, 9.917, -5.886], [-0.329, 10.755, -5.638], [0.453, 9.013, -6.792], [1.952, 11.028, -4.481], [2.791, 10.008, -5.472], [1.709, 9.307, -4.214], [-7.138, 8.240, -1.674], [-8.324, 8.449, -0.731], [-9.426, 8.375, -1.287], [-8.056, 8.563, 0.446], [-6.564, 7.414, -1.253], [-6.585, 9.174, -1.765], [-7.537, 7.878, -2.622], [-4.252, 6.933, 0.294], [-5.380, 6.440, 1.114], [-6.241, 5.767, 0.643], [-5.387, 6.834, 2.294], [-4.402, 6.202, -0.499], [-3.309, 6.853, 0.836], [-4.396, 7.943, -0.092], [-7.520, 14.786, -4.484], [-7.103, 15.330, -3.201], [-7.309, 14.512, -2.032], [-5.490, 15.763, -3.289], [-4.556, 14.935, -2.731], [-3.125, 15.345, -2.939], [-7.786, 16.971, -2.997], [-4.603, 13.964, -3.224], [-4.895, 14.912, -1.696], [-2.450, 14.586, -2.543], [-2.966, 16.334, -2.509], [-2.977, 15.648, -3.976], [-8.871, 16.901, -2.912], [-7.429, 17.603, -3.810], [-7.413, 17.188, -1.996], [-3.967, 12.362, -0.630], [-4.101, 10.857, -0.410], [-5.451, 10.275, -0.209], [-3.324, 9.982, -1.590], [-2.644, 10.738, -2.606], [-3.619, 11.172, -3.675], [-3.012, 10.429, 1.030], [-1.895, 10.193, -3.180], [-2.157, 11.633, -2.220], [-4.011, 10.550, -4.480], [-3.024, 11.788, -4.350], [-4.412, 11.860, -3.383], [-3.310, 11.145, 1.795], [-1.987, 10.699, 0.777], [-3.249, 9.445, 1.434], [0.458, 5.488, -1.537], [-0.777, 4.805, -1.681], [-1.504, 4.221, -0.571], [-1.810, 5.774, -2.552], [-1.292, 6.750, -3.468], [-1.960, 6.626, -4.767], [-0.610, 3.580, -2.996], [-0.216, 6.615, -3.579], [-1.420, 7.738, -3.026], [-1.781, 5.599, -5.088], [-1.621, 7.312, -5.543], [-3.041, 6.758, -4.713], [0.097, 2.814, -2.678], [-0.183, 3.974, -3.918], [-1.550, 3.033, -3.075], [1.807, 11.472, -1.187], [1.371, 12.756, -0.738], [0.026, 13.268, -1.025], [1.547, 12.825, 0.992], [1.177, 14.024, 1.735], [-0.248, 13.903, 2.300], [2.698, 13.911, -1.153], [1.236, 14.920, 1.117], [1.991, 14.372, 2.371], [-0.361, 13.513, 3.312], [-0.831, 13.365, 1.553], [-0.630, 14.919, 2.399], [3.636, 13.569, -0.715], [2.472, 14.896, -0.745], [2.726, 14.045, -2.235], [-6.592, 13.446, 4.407], [-6.400, 12.766, 3.101], [-6.713, 13.474, 1.851], [-4.796, 12.398, 3.012], [-4.165, 12.040, 4.256], [-3.494, 13.291, 4.917], [-6.944, 10.984, 3.193], [-3.334, 11.390, 3.982], [-4.861, 11.649, 4.997], [-2.902, 12.916, 5.752], [-4.374, 13.788, 5.326], [-2.943, 13.922, 4.219], [-6.576, 10.581, 2.249], [-8.032, 11.013, 3.130], [-6.603, 10.464, 4.088]], "lowdin_charge": [0.036, -0.431, 0.059, 0.039, 0.072, 0.114, 0.108, 0.046, -0.393, 0.072, 0.030, 0.086, 0.098, 0.093, 0.054, -0.350, 0.036, 0.017, 0.080, 0.088, 0.090, 0.051, -0.407, 0.046, 0.060, 0.066, 0.071, 0.093, 0.045, -0.439, 0.081, 0.032, 0.101, 0.098, 0.068, -0.305, 0.656, -0.265, -0.263, -0.345, -0.044, -0.107, 0.097, 0.120, 0.080, 0.075, 0.079, 0.078, 0.077, 0.071, -0.313, 0.746, -0.322, -0.267, -0.262, -0.082, -0.079, 0.107, 0.103, 0.084, 0.063, 0.063, 0.027, 0.061, 0.064, -0.282, 0.628, -0.276, -0.271, -0.306, -0.065, -0.118, 0.113, 0.096, 0.078, 0.080, 0.088, 0.066, 0.070, 0.075, -0.285, 0.682, -0.294, -0.293, -0.264, -0.057, -0.113, 0.094, 0.120, 0.069, 0.069, 0.079, 0.079, 0.060, 0.074, -0.325, 0.706, -0.279, -0.320, -0.267, -0.057, -0.071, 0.106, 0.109, 0.076, 0.060, 0.070, 0.047, 0.071, 0.071], "smiles": "CCOS(C)(=O)=O.CCOS(C)(=O)=O.CCOS(C)(=O)=O.CCOS(C)(=O)=O.CCOS(C)(=O)=O.C[N+](=O)[O-].C[N+](=O)[O-].C[N+](=O)[O-].C[N+](=O)[O-].C[N+](=O)[O-]", "largest_force_ha_per_bohr": 0.0947, "relative_energy_kcal_mol": 106.3, "molar_mass_g_mol": 926.0, "lumo_energy_ev": -0.39, "homo_energy_ha": -0.387, "homo_lumo_gap_ev": 10.13, "charge": 0}

Record order is preserved below.
Calculated total energy: -8295.71186 -86682.79242 -6759.35096 -134425.49513 eV